Below is a cluster of 2 separate species, C9H21BClNO2 in total, with properties calculated with ωB97M-V/def2-TZVPD.

Geometry as XYZ:
```
35
Properties=species:S:1:pos:R:3:forces:R:3
C -3.40919 0.32857 2.56613 -0.03 0.01 0.01
H 1.44202 1.54749 -2.91767 -0.03 -0.01 0.00
Cl -0.45710 -0.03875 0.52061 0.01 -0.01 -0.03
C 4.43958 -1.24666 -2.11067 0.01 0.02 -0.06
C 0.11195 -0.84228 -0.99805 -0.03 -0.02 -0.09
C 0.78804 1.39737 -2.05778 0.05 0.01 -0.05
H 0.14702 2.27390 -1.98079 -0.01 -0.01 0.04
B 1.58041 -1.40994 -0.82020 0.01 -0.14 0.16
H 5.77104 0.03548 -0.98335 -0.01 0.02 0.00
N -4.42106 1.21529 3.09702 -0.01 0.00 0.01
H 3.92350 -0.46799 -2.67889 0.03 -0.02 -0.05
H -0.57108 -1.68434 -1.13557 0.03 -0.01 0.00
H -4.32537 0.36494 4.95934 0.00 0.00 0.00
H -1.08621 0.32259 -2.34644 0.02 0.04 0.00
C 4.96937 -0.67939 -0.79776 -0.06 0.05 0.02
H -6.09692 2.06799 2.15643 0.00 -0.01 0.00
H 5.27786 -1.56863 -2.73310 0.02 -0.04 0.06
H 5.36910 -1.47418 -0.16563 0.02 0.00 0.00
H 3.54963 -3.07796 -2.82892 -0.03 -0.01 -0.01
H 4.19391 -0.16377 -0.22889 0.01 -0.04 -0.02
H -4.57398 2.13087 1.24113 0.00 0.00 0.00
C -4.83615 1.15227 4.37918 0.01 0.00 -0.02
H -3.07288 -0.34513 3.35273 0.02 0.00 -0.01
C -0.02904 0.10210 -2.19065 0.00 -0.02 0.05
H -4.84626 3.21809 2.62019 0.00 0.00 0.00
H 1.41483 1.39096 -1.16422 0.01 -0.02 0.00
H 0.30550 -0.46303 -3.06355 -0.02 -0.02 0.01
H -2.54897 0.88739 2.19565 0.00 0.01 0.03
O -5.68206 1.87806 4.86206 -0.01 0.01 0.01
H -3.80329 -0.27078 1.74237 0.01 -0.01 0.01
O 2.11218 -2.01267 -1.89830 -0.02 0.32 -0.11
C 3.48305 -2.42325 -1.96208 -0.02 -0.13 0.08
H 3.71425 -3.01223 -1.07043 0.06 0.01 0.00
C -5.01877 2.21435 2.23042 0.00 0.01 -0.01
H 2.18511 -1.34675 0.20967 -0.01 0.00 -0.01
```
Forces are in eV/Å.

Summary:
Structure (SMILES) ... CCCOB[C@@H](Cl)CC.CN(C)C=O
E ... -1045.83151 a.u.
Spin multiplicity ... 1
Kohn-Sham gap ... 9.746 eV

Below is a structure of composition C9H21Br6MnN2O5 at a distorted geometry, with properties calculated with ωB97M-V/def2-TZVPD.

Geometry as XYZ:
```
44
Properties=species:S:1:pos:R:3:forces:R:3
C 8.66791 25.48361 -0.25789 -0.20 -0.54 1.06
C 10.41446 26.33878 -8.88647 -0.03 0.03 -0.58
H 8.06536 22.28798 -0.85643 0.26 0.30 -0.01
H 9.30897 25.52868 0.61618 0.25 -0.01 -0.19
H 12.39602 26.58728 -8.03369 0.19 0.10 -0.21
H 9.95540 21.02401 -5.96520 0.36 -0.15 -0.06
C 8.24284 25.62972 -4.74119 0.90 0.51 -0.42
H 9.44300 22.60600 -6.51797 0.13 0.17 -0.39
H 7.80988 24.88118 0.03938 -0.27 0.23 -0.34
H 8.08586 24.68600 -5.26926 -0.36 -0.16 0.43
H 7.84692 23.36908 -3.13329 -0.16 -0.02 -0.25
N 8.25709 26.89212 -0.49280 0.98 -0.04 -0.37
C 12.35602 25.75009 -3.72321 -1.12 -0.44 0.12
H 9.94534 25.76243 -8.09612 0.28 0.01 0.19
H 9.65592 26.96731 -9.34462 -0.02 -0.03 -0.03
N 10.38978 21.39658 -7.98420 -2.04 -0.40 -0.09
H 11.18215 22.31165 -6.25637 0.01 -0.09 0.06
Br 10.92451 28.27554 -6.95567 0.13 0.15 -0.33
C 11.69832 27.09816 -3.87729 0.79 0.42 0.09
H 9.16908 25.02566 -1.10454 -0.04 0.40 -0.28
O 7.53726 27.15289 -1.46445 -0.97 -0.03 -0.51
H 11.72419 25.18090 -3.04316 0.27 -0.47 -0.15
O 10.64108 20.22335 -8.15044 0.73 0.12 0.11
H 10.70505 27.16314 -4.29836 0.02 -0.65 -0.15
H 8.46680 20.80220 -1.64929 0.37 -0.02 -0.05
O 8.75304 27.72075 0.20587 -0.42 0.23 0.05
Br 10.96343 25.05426 -10.24795 0.06 0.20 0.08
Br 12.41801 24.79909 -5.43939 -0.10 0.24 0.23
C 10.24201 21.87369 -6.57687 0.13 0.00 0.36
H 13.37520 25.76162 -3.35710 -0.01 0.32 0.01
C 8.50208 21.88292 -1.76592 -0.51 -0.48 0.07
H 8.09524 21.76078 -3.86326 -0.28 0.01 -0.13
Br 11.42687 27.82301 -2.05757 0.21 0.01 -0.37
O 10.00987 22.15334 -8.85691 0.63 0.25 0.06
Mn 6.00047 27.43132 -3.35271 2.32 -1.74 -0.42
H 11.89473 27.88208 -9.23272 0.25 -0.09 0.01
H 8.91877 25.52032 -3.88492 -0.11 -0.35 0.03
H 12.34790 27.72411 -4.48400 -0.09 0.49 0.42
Br 10.37152 22.45822 -1.93393 -0.50 -0.12 0.05
O 7.06323 26.26223 -4.35567 -1.78 1.28 0.83
H 8.80521 26.22824 -5.47093 -0.18 0.23 0.08
C 7.72303 22.29825 -2.99669 0.47 0.41 0.35
C 11.59844 27.18061 -8.46382 -0.91 -0.25 0.66
Br 5.81584 21.97785 -2.76071 0.33 -0.03 -0.04
```
Forces are in eV/Å.

Summary:
E ... -17435.81164 a.u.
Spin multiplicity ... 6
Charge ... +1
Kohn-Sham gap (alpha / beta) ... 5.690 / 5.666 eV

Below is the ion C9H21BrO2P with charge +1, with properties calculated with ωB97M-V/def2-TZVPD.

Geometry as XYZ:
```
34
Properties=species:S:1:pos:R:3:forces:R:3
H -3.24877 -1.90641 -0.72577 -0.15 -0.05 0.07
H 2.54503 3.09494 0.75922 0.09 0.11 -0.02
C -1.33340 -0.96830 -0.36776 0.04 -0.08 -0.10
H 0.38457 2.64333 -0.71417 0.15 -0.16 -0.26
H -1.04998 0.76927 -1.63490 0.14 0.19 -0.12
H 1.85383 -2.01594 2.46780 0.02 0.02 0.04
C 1.51261 3.01046 1.08213 -0.26 -0.26 -0.07
C 2.42956 -1.95344 0.41701 -0.24 -0.26 0.13
C -3.38893 0.99225 0.75186 -0.01 0.00 0.03
C 0.74344 2.09224 0.15318 0.02 0.58 0.41
C -2.87201 -0.90347 -0.54809 0.44 -0.06 -0.13
C 2.03939 -1.59671 -1.03190 0.28 0.25 0.20
O 1.63048 1.00277 -0.26354 -0.39 -0.27 0.18
H -1.00749 -2.00734 -0.37554 0.01 -0.06 0.05
H -3.32813 1.52003 -0.20400 -0.02 0.00 -0.11
H 2.61830 -3.02665 0.41075 0.16 -0.03 -0.08
H 1.46834 2.64129 2.10283 0.19 -0.03 0.06
H 1.45225 -2.37166 -1.52622 -0.16 -0.04 0.02
H -0.10938 1.65980 0.67371 -0.06 -0.14 -0.09
H 3.37904 -1.48446 0.66008 0.01 0.19 -0.05
Br 1.83769 0.67563 -3.24712 -0.13 -0.07 0.14
H -2.50520 1.23132 1.34936 0.10 0.05 0.04
H 0.51730 -2.29265 1.39665 -0.15 0.09 -0.07
H -3.10200 -0.30126 -1.43497 -0.11 0.06 -0.05
C -0.60745 -0.21520 -1.49495 -0.21 -0.32 0.45
C 1.41526 -1.69383 1.52453 0.22 -0.22 0.13
H 1.16738 -0.64233 1.64594 -0.12 0.08 -0.07
H -4.26846 1.34709 1.27896 -0.03 0.01 0.11
H 1.04513 3.99154 1.05959 0.04 0.10 0.03
O -3.52800 -0.40044 0.57235 -0.24 -0.03 0.03
H -0.73068 -0.76860 -2.42734 0.00 0.09 -0.17
H -1.07874 -0.58050 0.61613 -0.02 0.14 0.05
H 2.95442 -1.48645 -1.61420 0.01 -0.08 -0.12
P 1.16458 -0.05633 -1.31163 0.37 0.19 -0.67
```
Forces are in eV/Å.

Summary:
E ... -3421.14999 a.u.
Spin multiplicity ... 1
Charge ... +1
Kohn-Sham gap ... 10.022 eV

Below is a structure of composition C9H21Cl2LiNO4 at a distorted geometry, with properties calculated with ωB97M-V/def2-TZVPD.

Geometry as XYZ:
```
38
Properties=species:S:1:pos:R:3:forces:R:3
H 21.68193 8.29494 14.61947 -0.03 -0.13 0.63
C 13.24373 10.26476 13.34978 1.44 1.46 2.17
H 15.98320 6.52095 16.27646 0.53 0.42 0.16
H 16.89252 8.98669 13.62817 -0.19 0.62 -0.30
C 16.90702 6.66009 12.12824 3.74 -0.05 -0.49
H 17.75966 4.86132 13.97968 -1.02 0.19 0.05
C 15.66468 6.79453 14.13948 -0.08 0.96 1.89
H 17.78571 8.36814 14.99119 0.03 -0.04 -0.06
O 14.26501 9.53859 13.11218 -0.17 -0.72 -0.31
H 16.28269 7.57747 10.33576 0.10 0.39 -0.13
C 19.49876 5.97284 13.90651 -0.75 0.68 0.16
H 12.53396 9.24307 12.15217 -1.01 0.37 -0.24
H 21.61968 7.10695 13.34952 0.11 0.10 -0.07
H 17.89320 6.30130 11.79621 0.14 0.10 0.12
C 15.52423 7.25525 15.61196 -0.97 -0.95 -0.24
H 22.00438 6.47382 14.92747 0.48 0.50 0.33
H 14.98918 7.40415 13.53905 0.43 0.29 -0.30
H 17.39868 8.69102 11.29836 0.72 -0.71 -0.41
C 16.64917 7.89952 11.30689 -1.73 0.64 1.22
O 20.05849 6.99355 14.67150 0.30 0.85 0.44
H 17.93620 6.06872 15.33523 -0.27 -0.32 0.04
C 17.98238 5.88904 14.26410 1.72 0.05 -0.28
O 13.23948 11.16682 14.20599 -0.37 -0.40 -0.78
O 12.12713 9.99819 12.63345 0.46 -1.15 -0.75
N 17.11107 6.92975 13.62336 -1.65 -1.61 -0.88
H 15.89253 8.48813 11.84714 -0.69 -0.21 -0.66
H 15.36055 5.75503 14.03142 0.33 -0.14 -0.03
Cl 16.88305 11.86998 12.88866 0.08 -0.41 -0.02
C 21.43674 7.25728 14.42149 -0.72 -1.13 -1.13
Cl 15.91604 10.88010 16.77663 0.05 -0.49 -0.32
H 14.47348 7.16039 15.90715 -0.14 -0.06 -0.45
H 19.62728 6.18477 12.83739 0.12 -0.17 -0.04
H 16.35652 5.74371 11.92507 -1.03 0.50 0.56
H 18.59057 8.45590 13.42020 -0.15 -0.07 -0.17
H 15.70580 8.30575 15.85102 0.60 -0.04 -0.14
C 17.64276 8.27854 13.91660 0.00 0.34 0.41
Li 15.34171 10.90146 14.41306 -0.23 0.51 0.13
H 19.97843 5.01744 14.15029 -0.16 -0.17 -0.12
```
Forces are in eV/Å.

Summary:
E ... -1639.29224 a.u.
Spin multiplicity ... 1
Charge ... -1
Kohn-Sham gap ... 6.273 eV